No. 1
The following is a DFT calculation (ωB97M-V/def2-TZVPD) of C4H4OS2 in the gas phase in a non-equilibrium geometry.

```
11
C4H4OS2 | the OMol25 dataset | ωB97M-V/def2-TZVPD
S -0.32 -2.65 0.31
S 0.46 -0.33 -1.67
O 0.12 -3.48 -0.79
C 0.51 1.28 -1.03
C 0.18 1.40 0.25
C -0.22 0.12 0.90
C -0.12 -1.00 -0.06
H 0.56 2.17 -1.58
H 0.24 -0.08 1.89
H -0.18 2.17 0.79
H -1.24 0.40 1.01
```

## Properties
LUMO level (alpha / beta) ... -0.16 / -0.16 eV
Charge ... 0
E_tot ... -27928.26737 eV
M ... 132.21 g mol⁻¹
Strongest force on any atom ... 3.6 eV Å⁻¹
HOMO (alpha / beta) ... -0.2940 / -0.2941 Eh
Energy relative to the best compared isomer or geometry (same formula, charge and spin) ... 1.896 eV

How is the electron density shared among the atoms? According to Mulliken, the charges in e are: 0.2987 -0.1139 -0.5194 -0.3245 -0.5384 -0.2970 0.0782 0.4011 0.3432 0.4093 0.2626

***

No. 2
The following is a DFT calculation (ωB97M-V/def2-TZVPD) of 3 unconnected molecules or ions with the total composition C14H35BIN2O5 in a non-equilibrium geometry.

```
58
C14H35BIN2O5 | the OMol25 dataset | ωB97M-V/def2-TZVPD
I -7.12 -1.87 -0.53
O 1.45 1.42 -5.28
O -1.22 1.40 -0.47
O -7.66 1.02 0.51
O -1.68 -0.50 0.69
O 2.37 -1.47 2.72
N 1.10 -2.85 4.94
N 1.29 2.01 -2.43
C -3.27 2.16 0.73
C 3.21 -3.99 4.50
C -5.20 0.40 0.64
C 3.64 1.66 -2.96
C -0.89 0.34 0.28
C 0.59 0.26 0.54
C 1.81 0.46 -4.31
C 1.95 -2.81 2.60
C 1.86 -3.58 3.92
C 2.52 2.00 -5.99
C -4.78 1.86 0.80
C 2.24 1.04 -2.96
C 3.76 -1.26 2.82
C -2.63 1.72 -0.58
B -6.59 0.33 -0.20
H 1.12 2.71 -3.14
H 2.13 2.33 -6.96
H -2.65 2.55 -1.27
H -3.17 0.90 -1.05
H -5.31 -0.07 1.61
H 2.59 -0.21 -4.72
H 2.26 0.19 -2.26
H 0.15 -2.69 4.60
H 3.86 -4.39 3.73
H 3.99 1.78 -1.94
H 0.81 0.55 1.57
H -8.49 0.86 0.08
H 3.64 2.64 -3.43
H 0.90 -0.76 0.35
H 4.11 -1.30 3.85
H 1.30 -4.50 3.70
H 1.13 0.93 -0.12
H -5.10 2.20 1.78
H 2.93 2.87 -5.48
H 1.50 -1.92 5.02
H 4.35 1.02 -3.49
H 3.97 -0.26 2.43
H 3.32 1.27 -6.17
H 3.07 -4.75 5.27
H -5.29 2.50 0.08
H 2.60 -3.34 1.88
H 4.32 -1.99 2.22
H 0.95 -2.76 2.16
H -3.15 3.24 0.80
H 0.92 -0.14 -4.15
H 0.39 1.57 -2.28
H -4.46 -0.18 0.10
H 3.71 -3.15 4.98
H -6.39 0.78 -1.33
H -2.78 1.73 1.59
```

## Properties
LUMO level ... 2.17 eV
Charge ... -1
E_tot ... -37083.08557 eV
M ... 449.16 g mol⁻¹
Strongest force on any atom ... 1.7 eV Å⁻¹
HOMO ... -0.1565 Eh

How is the electron density shared among the atoms? According to Mulliken, the charges in e are: -0.4322 -0.3905 -0.2589 -0.6991 -0.5791 -0.2896 -0.7510 -0.6028 -0.4968 -1.4232 -0.7168 -1.6182 0.6072 -0.7220 -0.8475 -0.6768 0.3222 -0.6487 -0.7069 0.7661 -0.7997 -0.6444 0.4320 0.3362 0.2620 0.3670 0.4024 0.3092 0.4865 0.3030 0.2970 0.3378 0.3687 0.2140 0.2385 0.2896 0.2019 0.2403 0.3990 0.2547 0.2778 0.2158 0.3160 0.3669 0.2724 0.2972 0.3583 0.2788 0.4238 0.3579 0.3342 0.3399 0.3213 0.0933 0.1963 0.2866 -0.2171 0.3491

***

No. 3
The following is a DFT calculation (ωB97M-V/def2-TZVPD) of a molecular structure, C53H57N6O10S3Tl.

```
130
C53H57N6O10S3Tl | the OMol25 dataset | ωB97M-V/def2-TZVPD
Tl -0.31 0.55 -0.21
S -2.38 -1.95 -1.63
S -4.28 0.80 -0.36
S -3.25 -2.10 1.31
O -2.85 -1.15 -2.73
O -2.13 -3.35 -1.92
O -1.17 -1.39 -0.95
O -0.49 0.63 4.28
O -4.86 1.07 0.94
O -4.77 1.64 -1.43
O -2.08 4.45 -1.24
O -2.81 0.69 -0.31
O 1.58 -0.82 -0.01
O 1.58 -2.82 -1.06
N 1.45 0.74 -2.20
N 0.18 0.14 2.12
N -0.64 2.66 -1.26
N -1.23 2.19 1.28
N 3.07 -0.45 -3.06
N -5.01 -4.20 1.90
C 3.77 -1.61 -3.55
C 3.62 0.77 -2.71
C 2.39 1.82 2.79
C 0.17 -2.72 2.48
C 1.77 -0.40 -2.73
C -0.56 0.75 3.05
C -4.77 -0.88 -0.72
C 3.06 2.61 3.91
C -3.80 -1.98 -0.42
C 0.42 3.05 -4.80
C -2.54 2.33 3.24
C 4.35 -1.07 0.33
C -0.03 3.15 -2.44
C 2.98 2.17 1.42
C -1.97 3.11 0.69
C -2.68 2.16 -4.10
C -3.94 -3.84 1.01
C 2.67 5.06 -0.75
C -6.62 -2.44 -0.99
C 2.59 1.50 -2.19
C 2.08 -1.94 -0.36
C 5.68 -1.26 0.66
C 1.32 4.10 -4.70
C 1.17 4.92 -1.01
C -3.74 -5.81 3.09
C 3.62 -1.66 3.72
C -1.31 1.50 -3.88
C -2.80 -5.80 2.00
C -3.30 3.33 2.64
C 0.87 4.23 -2.33
C 2.53 -2.44 3.38
C -5.89 -3.50 -0.63
C -0.27 2.57 -3.70
C -2.89 -4.90 1.01
C -4.42 -3.41 -0.41
C -0.76 -2.81 3.69
C 0.53 6.31 -0.95
C -1.51 1.78 2.50
C 0.51 -4.11 1.97
C 3.57 -0.29 3.54
C 1.53 4.69 -3.46
C 6.19 -2.55 0.80
C -1.57 3.45 -0.72
C -4.81 -4.99 3.00
C 3.51 -2.15 0.11
C 2.43 0.32 3.02
C 4.03 -3.44 0.23
C 1.38 -1.88 2.84
C 1.34 -0.49 2.66
C 5.35 -3.64 0.58
C -6.04 -1.10 -1.04
C -3.01 3.74 1.35
C -1.00 0.53 -5.01
H -5.73 -3.50 1.96
H 2.52 1.56 0.64
H -3.45 1.40 -4.16
H -3.59 4.48 0.82
H -1.40 0.92 -2.96
H -3.61 -6.44 3.95
H 0.03 0.16 -4.95
H 1.08 -4.70 2.70
H -0.41 -4.65 1.76
H -2.93 2.82 -3.27
H -6.34 -4.48 -0.53
H 3.10 5.87 -1.35
H 0.25 2.60 -5.77
H -1.69 -3.32 3.42
H -1.68 -0.32 -4.95
H -2.00 -6.53 1.99
H 0.75 4.31 -0.21
H 1.35 2.13 2.77
H 0.77 6.80 0.00
H -2.66 2.75 -5.03
H 2.60 2.51 -1.82
H 4.14 2.43 3.95
H 2.92 3.68 3.75
H 4.52 -2.12 4.12
H 1.08 -4.07 1.04
H 2.59 -3.51 3.52
H -1.00 -1.82 4.08
H 2.82 3.22 1.18
H 5.74 -4.65 0.69
H -5.58 -4.95 3.75
H 2.85 5.31 0.30
H 3.37 -4.28 0.02
H 6.32 -0.41 0.84
H 4.66 1.00 -2.87
H 1.11 -1.25 -2.84
H -0.36 -2.20 1.69
H -1.13 0.99 -5.99
H 4.09 -1.47 -4.59
H -3.93 -4.02 -1.17
H 1.84 4.46 -5.57
H 4.64 -1.82 -2.92
H -6.68 -0.26 -1.25
H -2.73 1.96 4.24
H 0.92 6.93 -1.76
H -2.17 -4.84 0.20
H -4.13 3.77 3.18
H 2.21 5.52 -3.38
H -0.28 -3.38 4.50
H 7.22 -2.70 1.06
H 3.93 -0.08 0.26
H 3.10 -2.46 -3.49
H -0.55 6.24 -1.05
H 4.06 1.97 1.41
H 4.42 0.32 3.80
H 3.23 4.15 -0.97
H -7.68 -2.56 -1.19
H 2.63 2.35 4.88
```

## Properties
LUMO level ... 3.99 eV
Charge ... -2
E_tot ... -122505.09567 eV
M ... 1238.66 g mol⁻¹
Strongest force on any atom ... 0.4 eV Å⁻¹
HOMO ... -0.1242 Eh
Energy relative to the best compared isomer or geometry (same formula, charge and spin) ... 1.544 eV

Mulliken atomic charge list, values in e, 99 entries: 5.1404 1.2142 0.9927 -0.4849 -0.8200 -0.9011 -0.5122 -0.8016 -0.7923 -0.8142 -0.8460 -0.6666 -0.4543 -0.8325 0.9235 0.7197 1.8091 0.3988 0.5115 -0.1607 -0.9353 -1.5619 1.6913 3.2213 -2.0388 0.0534 -0.9506 -2.0145 0.9877 -0.1973 -0.5667 0.5221 -1.7253 -0.7557 -0.8261 -1.7406 1.0021 -1.8662 -0.8809 0.5624 -0.2494 -1.0044 -1.4587 1.7315 -0.7076 -1.2711 2.9372 -0.0538 -0.8731 1.1855 -0.1702 -1.1215 0.7908 -0.7842 -1.0000 -1.3620 -1.8164 -0.3225 -1.0677 -0.2869 -0.0508 -0.5622 -0.0749 -0.4624 1.0774 1.2179 -0.6572 0.7577 -1.4707 -0.7943 -0.3893 -0.3039 -2.1430 0.2761 -0.2613 0.4138 0.5308 -1.5037 0.3751 0.4087 0.4101 -0.3916 0.3144 0.5113 0.4632 0.3062 0.1664 0.3729 0.3683 -0.4253 -0.4149 0.4503 0.3230 -0.4088 0.3627 0.4110 0.3258 0.1615 0.2179

***

No. 4
The following is a DFT calculation (ωB97M-V/def2-TZVPD) of C20H27F2N5O3S in the gas phase in a non-equilibrium geometry.

```
58
C20H27F2N5O3S | the OMol25 dataset | ωB97M-V/def2-TZVPD
S -1.57 -2.78 1.35
F -3.58 -0.58 6.42
F -3.45 1.05 4.21
O -0.18 1.33 0.03
O 2.66 0.76 -1.99
O -0.52 -2.57 -2.25
N 1.82 2.64 -1.06
N 1.57 -1.72 -2.48
N 2.42 -1.69 -5.62
N 2.11 4.90 0.47
N -1.23 0.58 0.41
C 0.00 -0.59 -1.06
C -2.70 -2.37 5.16
C -2.23 -2.86 3.96
C 2.95 3.49 -1.34
C -3.06 -0.23 4.13
C 2.19 5.10 1.90
C 1.79 6.13 -0.21
C 0.32 -1.72 -1.99
C 0.57 0.65 -0.85
C 1.99 -2.75 -3.41
C -2.59 -0.71 2.92
C 1.78 1.34 -1.36
C 2.34 -0.29 -5.26
C 2.20 -1.86 -7.05
C 1.51 -2.52 -4.85
C -2.13 -1.66 0.01
C -2.18 -2.04 2.83
C -1.15 -0.57 -0.21
C 3.31 4.27 -0.07
C -3.12 -1.05 5.25
H 2.36 4.15 2.40
H 2.18 -0.93 -2.31
H 3.68 3.56 0.67
H 0.84 6.52 0.18
H 1.47 -3.49 -5.34
H 2.56 6.90 -0.08
H -2.16 -2.30 -0.87
H 1.32 0.12 -5.36
H 1.66 5.94 -1.28
H 2.67 -0.15 -4.24
H 2.70 4.17 -2.16
H 2.34 -2.91 -7.31
H 3.00 5.80 2.19
H -2.53 -0.03 2.09
H 0.49 -2.11 -4.82
H 1.25 5.51 2.25
H 2.94 -1.27 -7.59
H 3.08 -2.80 -3.39
H 3.01 0.28 -5.91
H 1.20 -1.55 -7.37
H -1.91 -3.88 3.87
H 1.12 3.06 -0.47
H 3.79 2.86 -1.66
H 4.11 4.99 -0.29
H -3.11 -1.28 0.27
H 1.57 -3.69 -3.06
H -2.74 -3.00 6.04
```

## Properties
LUMO level ... -0.07 eV
Charge ... 0
E_tot ... -51040.54503 eV
M ... 455.53 g mol⁻¹
Strongest force on any atom ... 1.3 eV Å⁻¹
HOMO ... -0.3018 Eh
SMILES ... CN(C)CCNC(=O)c1onc(CSc2ccc(F)c(F)c2)c1C(=O)NCCN(C)C
Energy relative to the best compared isomer or geometry (same formula, charge and spin) ... 0.136 eV

How is the electron density shared among the atoms? According to Mulliken, the charges in e are: -0.1669 -0.2977 -0.3030 -0.2781 -0.8500 -0.6955 -0.0689 0.0079 -0.0597 0.1108 -0.7043 0.7875 -0.5296 -0.7310 -0.8036 0.0529 -1.0900 -1.1024 0.2572 0.3694 -1.2392 -0.4576 0.5060 -0.8820 -1.0364 -0.4638 -1.1683 0.7038 0.2832 -0.7394 0.3845 0.3392 0.4103 0.4370 0.3382 0.4496 0.3707 0.4848 0.2908 0.2703 0.1954 0.2950 0.3450 0.3438 0.4780 0.3612 0.3244 0.3274 0.4187 0.4065 0.3616 0.3867 0.3759 0.3765 0.3779 0.5759 0.4528 0.4113